Entry 1:
Entry from OMol25: a 3-piece molecular cluster, C10H27N4O9P2 overall (wB97M-V/def2-TZVPD).

XYZ file:
```
52
Properties=species:S:1:pos:R:3:mulliken_charge:R:1
C -2.7032 3.2125 -0.7472 -1.259
C -1.4732 2.3430 -0.8131 0.112
O -0.6645 2.6743 0.3605 -0.369
N 0.4484 1.9368 0.4447 0.577
N 1.5650 2.2476 -0.2499 -0.149
C 2.4708 1.3290 0.0923 -0.040
N 1.9665 0.4554 0.9334 -0.444
C 0.6990 0.8245 1.1571 0.244
N -0.2147 0.2282 1.9524 -0.245
H -3.5012 2.7601 -1.3304 0.376
H -2.4966 4.2169 -1.1058 0.336
H -3.0444 3.2869 0.2850 0.349
H -0.8913 2.5365 -1.7160 0.169
H -1.7147 1.2794 -0.7850 0.302
H 1.6215 3.0482 -0.8633 0.228
H 3.4748 1.3252 -0.3006 0.444
H -0.0425 0.1712 2.9452 0.166
H -1.0711 -0.1389 1.5810 0.220
C 0.3754 -2.5474 7.8428 -0.628
O -0.0063 -3.4868 6.8223 -0.330
P -0.6591 -3.0221 5.4663 1.103
O -0.6949 -1.5691 5.2374 -0.664
O -2.0631 -3.7453 5.4097 -0.304
C -3.0551 -3.3702 6.3794 -0.655
O 0.1568 -3.8393 4.3899 -0.375
C 0.1509 -3.2701 3.0771 -0.651
H -0.1289 -2.8301 8.7637 0.257
H 1.4519 -2.6100 7.9827 0.245
H 0.0996 -1.5333 7.5622 0.325
H -2.9372 -2.3295 6.6842 0.331
H -2.9775 -4.0242 7.2463 0.257
H -4.0274 -3.4951 5.9126 0.261
H 0.8310 -2.4196 3.0624 0.253
H -0.8511 -2.9341 2.8084 0.268
H 0.4820 -4.0248 2.3700 0.308
C 2.6297 2.7265 -6.8530 -0.650
O 2.3949 1.3605 -6.4654 -0.338
P 0.9761 0.8738 -5.9780 1.079
O -0.0892 1.8788 -6.0035 -0.676
O 1.2520 0.2852 -4.5137 -0.333
C 1.6127 1.2161 -3.5094 -0.723
O 0.7603 -0.4415 -6.7976 -0.333
C -0.5848 -0.9276 -6.9974 -0.628
H 3.4492 3.1114 -6.2496 0.240
H 2.9141 2.7417 -7.9019 0.258
H 1.7369 3.3311 -6.7085 0.344
H 1.1920 2.2063 -3.7132 0.350
H 2.7012 1.2876 -3.4393 0.302
H 1.2083 0.8431 -2.5679 0.267
H -1.0648 -0.3601 -7.7902 0.281
H -1.1713 -0.8488 -6.0839 0.301
H -0.4928 -1.9698 -7.2853 0.243
```

As for the LUMO energy: -3.42 eV. Its orbital gap is 0.3433 Ha. As for the net charge: +1.

***

Entry 2:
Entry from OMol25: one molecule with the formula C3H4N4O (wB97M-V/def2-TZVPD).

XYZ file:
```
12
Properties=species:S:1:pos:R:3:mulliken_charge:R:1
C -1.4181 0.5530 -0.5071 -0.277
C -1.3014 -0.3941 0.7008 -0.421
N -0.5291 -0.5712 -0.6318 -0.362
C 0.8839 -0.2353 -0.3954 0.528
N 1.8212 -1.2426 -0.2542 -0.199
N 2.8762 -0.5428 -0.0823 -0.038
O 2.5087 0.8723 0.1073 -0.096
N 1.1791 1.0056 -0.1224 -0.180
H -2.2899 0.0966 -1.0494 0.272
H -1.1852 1.6925 -0.3833 0.284
H -1.8123 -1.2815 0.9415 0.280
H -0.7330 0.0476 1.6764 0.209
```

As for the LUMO energy: -0.24 eV. The calculation puts the energy above the lowest of the compared OMol25 structures with the same formula, charge and spin at 6.056 eV. Its orbital gap is 0.3597 Ha. The structure (SMILES) is C1CN1c1nnon1.

***

Entry 3:
Entry from OMol25: a 2-piece molecular cluster, CH3F2OP overall (wB97M-V/def2-TZVPD).

XYZ file:
```
8
Properties=species:S:1:pos:R:3:mulliken_charge:R:1
F -2.3708 -0.2587 -0.5825 -0.218
C -1.3747 0.5670 -0.9408 0.166
F -0.4340 0.5548 0.0219 -0.204
H -1.7674 1.5847 -1.0607 0.133
H -0.9154 0.1758 -1.8625 0.123
O 1.5212 -1.4787 2.1432 -0.367
P 2.3469 -1.2130 0.9728 0.335
H 2.9943 0.0681 1.3085 0.031
```

As for the LUMO energy: -0.84 eV. The calculation puts the energy above the lowest of the compared OMol25 structures with the same formula, charge and spin at 3.265 eV. Its orbital gap is 0.3233 Ha. The structure (SMILES) is FCF.O=P.

***

Entry 4:
Entry from OMol25: C15H36CrN5O10S as an isolated structure (wB97M-V/def2-TZVPD).

XYZ file:
```
68
Properties=species:S:1:pos:R:3:lowdin_spin:R:1
Cr 0.7484 1.7758 0.7090 3.276
O 0.4471 0.0001 0.0686 -0.369
H 0.1000 -0.9044 -0.0570 -0.004
S 1.9434 3.5115 -1.6114 -0.027
O 3.0143 3.2602 -2.5468 0.428
O 2.1908 4.5535 -0.6624 0.092
O 0.8683 3.8667 -2.5847 0.522
O 1.6762 2.2971 -0.9028 0.025
C 2.3090 -4.3372 1.3581 0.000
O 3.0705 -5.2164 1.8273 0.000
N 1.2800 -4.5512 0.4664 0.000
C 0.8857 -5.8189 -0.1089 0.000
C 0.3166 -3.4934 0.0378 0.000
H 2.5076 -3.2653 1.5121 0.000
H -0.1471 -5.9352 0.2196 0.000
H 1.5925 -6.5998 0.1716 0.000
H 0.8498 -5.8252 -1.1983 0.000
H -0.7422 -3.6748 0.2225 0.000
H 0.5446 -2.6398 0.6762 0.000
H 0.4771 -3.2277 -1.0071 0.000
C 4.9336 0.0880 -2.4389 0.000
O 5.8217 0.0872 -3.2920 0.000
N 4.9193 -0.8186 -1.4410 0.000
C 6.0062 -1.7546 -1.1546 0.000
C 3.7072 -0.8799 -0.5564 -0.001
H 4.0506 0.7454 -2.4206 0.000
H 6.2776 -2.3525 -2.0246 0.000
H 5.6842 -2.4509 -0.3803 0.000
H 6.9431 -1.2908 -0.8462 0.000
H 2.9189 -0.3197 -1.0593 -0.001
H 3.3408 -1.9058 -0.5929 0.000
H 3.9530 -0.6768 0.4860 0.000
C -3.4284 0.1695 -4.4800 0.000
O -4.1219 -0.8219 -4.3110 0.000
N -2.4689 0.6205 -3.6343 0.000
C -1.8928 -0.2226 -2.5526 0.000
C -1.6140 1.7117 -4.1362 0.000
H -3.4945 0.8445 -5.3474 0.000
H -2.5379 -1.0797 -2.3592 0.000
H -1.6417 0.4442 -1.7277 0.000
H -0.9386 -0.5292 -2.9810 0.000
H -2.1362 2.3630 -4.8370 0.000
H -1.1267 2.3320 -3.3839 -0.001
H -0.8373 1.2102 -4.7136 0.000
C -2.3289 3.0455 0.0059 0.004
O -1.2489 2.3820 -0.0728 0.015
N -3.4519 2.6963 0.6247 0.000
C -4.5542 3.6517 0.5637 0.000
C -3.7984 1.3640 1.1106 0.000
H -2.3999 3.9801 -0.5717 0.001
H -5.0209 3.6812 1.5483 0.000
H -5.2777 3.3095 -0.1763 0.000
H -4.3088 4.6614 0.2344 0.000
H -4.2539 1.3009 2.0988 0.000
H -4.2897 0.9235 0.2431 0.000
H -2.9223 0.7166 1.0723 0.000
C -0.4442 0.3050 3.3790 0.004
O -0.1768 1.0906 2.3773 0.023
N -0.8190 0.7673 4.5996 0.010
C -1.0157 -0.2272 5.6270 0.001
C -1.5054 2.1032 4.7930 0.001
H -0.2871 -0.7807 3.4731 0.001
H -0.4663 -1.1670 5.6835 0.000
H -2.0653 -0.5105 5.7045 0.000
H -0.6809 0.2401 6.5531 0.000
H -1.3882 2.3140 5.8560 0.000
H -0.9896 2.9334 4.3104 0.000
H -2.5555 1.9303 4.5576 0.000
```

As for the LUMO energy (alpha / beta): -6.89 / -5.63 eV. Its orbital gap (alpha / beta) is 0.1506 / 0.1968 Ha. As for the net charge: +1. As for the multiplicity: 5. As for the expectation value of S²: 6.328.

***

Entry 5:
Entry from OMol25: a 3-piece molecular cluster, C22H30BrF2OS overall (wB97M-V/def2-TZVPD).

XYZ file:
```
57
Properties=species:S:1:pos:R:3:mulliken_charge:R:1
C 6.9001 -2.1537 -1.6788 -1.054
C 6.4147 -0.7291 -2.2949 0.500
C 6.4938 -0.7466 -3.8904 -1.272
C 5.0342 -0.2147 -1.6888 -1.024
C 3.7229 -0.7908 -2.3936 -0.482
S 2.8647 -2.1352 -1.4248 0.256
C 3.0283 -3.7769 -2.2611 -0.432
C 3.0062 -3.7173 -3.8583 -0.113
O 3.9740 -3.4332 -4.5793 -0.389
C 1.0412 -1.6593 -1.4453 -0.886
C 0.8140 -0.2689 -0.6605 -0.055
C -0.1975 0.6710 -1.4960 -1.154
Br -0.0651 -0.6684 1.0898 -0.090
H 7.2767 -2.8523 -2.5050 0.292
H 6.1070 -2.6363 -1.0217 0.239
H 7.8160 -1.9705 -1.0081 0.303
H 7.2165 0.0178 -1.9435 0.335
H 5.9233 0.1440 -4.3412 0.294
H 5.9817 -1.7214 -4.2304 0.268
H 7.5651 -0.8123 -4.2531 0.380
H 5.0076 0.9306 -1.6286 0.408
H 5.0081 -0.5714 -0.5938 0.374
H 3.8558 -1.1393 -3.4654 0.512
H 2.9670 0.0764 -2.4391 0.267
H 3.9821 -4.3477 -1.9673 0.395
H 2.1573 -4.4532 -1.9498 0.408
H 2.0176 -3.9879 -4.3849 0.330
H 0.4797 -2.4942 -0.9214 0.547
H 0.7378 -1.5881 -2.5519 0.421
H 1.7818 0.3024 -0.4692 0.364
H -0.5669 1.5265 -0.8462 0.399
H 0.3122 1.1293 -2.4070 0.313
H -1.0682 0.0127 -1.8081 0.350
F -7.3962 -0.2012 3.1058 -0.357
C -6.1589 -0.4019 2.6307 0.173
C -5.2049 -0.9934 3.4440 -0.415
C -3.9227 -1.2057 2.9494 -0.332
C -3.6057 -0.8145 1.6512 0.130
C -4.5704 -0.2171 0.8457 -0.487
C -5.8556 -0.0143 1.3354 -0.277
H -5.4676 -1.2834 4.4544 0.424
H -3.1711 -1.6747 3.5750 0.368
H -2.6033 -0.9762 1.2673 -0.031
H -4.3212 0.0911 -0.1640 0.367
H -6.6213 0.4415 0.7191 0.428
F -2.9160 6.1059 3.6468 -0.316
C -3.8996 5.1948 3.7192 0.306
C -3.5772 3.8592 3.8986 -0.507
C -4.5958 2.9155 3.9787 -0.165
C -5.9247 3.3181 3.8674 -0.469
C -6.2356 4.6618 3.6825 -0.381
C -5.2179 5.6071 3.6134 -0.406
H -2.5371 3.5646 3.9747 0.427
H -4.3553 1.8681 4.1266 0.337
H -6.7192 2.5811 3.9253 0.400
H -7.2704 4.9730 3.5921 0.375
H -5.4419 6.6585 3.4786 0.404
```

As for the LUMO energy: -3.81 eV. Its orbital gap is 0.2467 Ha. As for the net charge: +1.

***

Entry 6:
Entry from OMol25: one molecule with the formula C4H5FN2 (wB97M-V/def2-TZVPD).

XYZ file:
```
12
Properties=species:S:1:pos:R:3:mulliken_charge:R:1
C 0.6131 0.8424 -0.7808 -0.583
C 0.8865 0.8028 0.6887 -0.516
C 0.5965 -0.5443 -0.0742 -0.307
C -0.7242 -1.2098 0.0805 0.405
N -3.0001 -0.0136 0.0717 -0.555
N -1.9557 -0.5863 0.0329 0.345
F -0.7330 -2.4810 0.3991 -0.250
H -0.4011 1.2180 -0.9379 0.202
H 1.3463 1.2348 -1.4570 0.292
H 1.8909 0.8966 1.0312 0.274
H 0.0763 1.0342 1.2604 0.282
H 1.4045 -1.1939 -0.3146 0.411
```

As for the LUMO energy: 0.40 eV. The calculation puts the energy above the lowest of the compared OMol25 structures with the same formula, charge and spin at 4.155 eV. Its orbital gap is 0.2973 Ha.

***

Entry 7:
Entry from OMol25: C39H34ClIrN3SSi2 as an isolated structure (wB97M-V/def2-TZVPD).

XYZ file:
```
81
Properties=species:S:1:pos:R:3:lowdin_spin:R:1
C 0.7959 -0.1070 1.2624 0.219
C 0.2354 -1.3180 1.8334 0.054
C 0.5414 -2.4045 0.8640 0.100
H -0.1064 -1.4698 2.8539 0.004
C 1.3697 -1.8199 -0.1829 0.172
C 1.5516 -0.4596 0.1127 0.216
H 2.2690 0.1959 -0.3754 0.006
H 0.7475 0.8758 1.7200 0.009
H 0.4532 -3.4606 1.0946 0.010
H 1.8277 -2.3739 -0.9968 0.006
Ir -1.2170 -1.4091 0.3546 1.645
Si -3.7216 -3.9590 -1.7907 0.073
C -5.5051 -4.5664 -2.3380 0.024
C -5.9446 -4.5860 -3.6618 0.002
H -5.3430 -4.1298 -4.4520 0.000
C -7.1631 -5.1951 -4.0103 0.000
H -7.4683 -5.2411 -5.0548 0.000
C -7.9805 -5.7554 -3.0300 0.000
H -8.9085 -6.2691 -3.3008 0.000
C -7.5807 -5.6526 -1.6921 0.002
H -8.2308 -6.0311 -0.9119 0.000
C -6.3478 -5.0728 -1.3540 0.006
H -6.0527 -5.0095 -0.3032 0.001
C -2.8361 -5.4011 -2.8304 0.002
C -2.4502 -6.5723 -2.1834 0.000
H -2.7370 -6.7292 -1.1435 0.000
C -1.6761 -7.5552 -2.8190 0.002
H -1.3340 -8.4434 -2.2722 0.000
C -1.3098 -7.4091 -4.1594 0.001
H -0.6556 -8.1399 -4.6451 0.000
C -1.8029 -6.3025 -4.8490 0.001
H -1.5264 -6.1675 -5.9027 0.000
C -2.5974 -5.3339 -4.2032 0.002
H -2.9582 -4.4916 -4.7902 0.000
H -3.6003 -4.4345 -0.4141 0.009
Si -0.7806 -2.4917 -3.9933 0.060
C 0.4261 -3.8113 -3.3323 0.006
C 0.2915 -4.5840 -2.1685 0.001
H -0.5615 -4.4331 -1.5091 0.001
C 1.1454 -5.6446 -1.8870 0.000
H 0.9548 -6.2651 -1.0110 0.000
C 2.1952 -5.9334 -2.7627 0.000
H 2.8400 -6.7849 -2.5616 0.000
C 2.3921 -5.1262 -3.8906 0.001
H 3.2301 -5.3246 -4.5569 0.000
C 1.5311 -4.0636 -4.1572 0.000
H 1.6994 -3.4150 -5.0239 0.000
C -2.1511 -2.3567 -2.5777 0.460
C -1.9865 -2.5290 -1.0944 0.080
H -1.5579 -3.4781 -0.7040 0.013
C -2.9878 -2.0001 -0.1142 0.197
H -2.8448 -2.4112 0.9621 0.043
C -4.2912 -1.6628 -0.5914 0.101
H -5.0598 -1.3560 0.1394 0.005
C -4.5488 -1.7142 -1.9407 0.074
H -5.5041 -1.4214 -2.3754 0.003
C -3.5668 -2.2450 -2.8631 0.136
H -3.8867 -2.3501 -3.8994 0.001
H -0.0487 -1.3093 -3.9162 0.015
Cl -1.3232 -2.6985 -5.9544 -0.001
N -0.7889 2.7197 -1.2051 0.003
C -1.6454 2.7822 -0.1273 0.002
C -1.7539 3.7937 0.8235 0.003
C -2.2622 3.4342 2.0777 0.001
C -2.6635 2.1184 2.3461 0.005
C -2.5516 1.1193 1.3843 0.028
C -1.9375 1.4436 0.1835 0.015
N -1.1297 0.6281 -0.5910 0.135
C -0.4057 1.4341 -1.4301 0.011
C 0.7999 1.3007 -2.2665 0.001
C 1.7229 2.3640 -2.3263 0.005
S 3.0798 1.9489 -3.2830 0.002
C 2.3430 0.3727 -3.6296 -0.001
N 1.1481 0.2127 -3.0543 0.004
H -0.4207 3.5257 -1.6824 0.001
H -1.4113 4.7981 0.5803 0.000
H -2.3558 4.1823 2.8623 0.000
H -3.0788 1.8622 3.3142 0.000
H -2.8350 0.0732 1.5316 0.016
H 1.5968 3.3225 -1.8249 0.000
H 2.8106 -0.3370 -4.3092 0.000
```

As for the LUMO energy (alpha / beta): -3.08 / -4.53 eV. The calculation puts the energy above the lowest of the compared OMol25 structures with the same formula, charge and spin at 4.892 eV. Its orbital gap (alpha / beta) is 0.2053 / 0.2136 Ha. As for the net charge: +1. As for the multiplicity: 5. As for the expectation value of S²: 6.026.

***

Entry 8:
Entry from OMol25: C20H27N3O2SSbScSe4 as an isolated structure (wB97M-V/def2-TZVPD).

XYZ file:
```
59
Properties=species:S:1:pos:R:3:mulliken_charge:R:1
Sc -0.1593 0.3682 0.0580 0.454
C -1.4780 -2.3330 1.5554 -0.919
C -1.3054 -1.2143 2.5791 -0.719
N -0.1389 -0.3740 2.2885 0.387
C 1.1756 -0.8442 2.7428 -0.741
C 1.7576 -2.0037 1.9395 -0.762
S 1.7146 -1.7821 0.1238 0.012
C 0.6928 -3.1952 -0.3974 -0.742
C -0.7419 -2.8081 -0.7513 -0.683
N -1.3028 -1.8261 0.1879 -0.050
H -2.4556 -2.8041 1.6961 0.403
H -0.7384 -3.1118 1.7278 0.301
H -1.2572 -1.6414 3.5880 0.470
H -2.1761 -0.5559 2.5419 0.211
H -0.2980 0.5400 2.7093 -0.216
H 1.1464 -1.1403 3.7999 0.385
H 1.8466 0.0122 2.6595 0.334
H 1.2640 -2.9453 2.1722 0.332
H 2.8030 -2.1178 2.2248 0.548
H 0.7463 -3.9586 0.3787 0.429
H 1.1722 -3.6114 -1.2822 0.448
H -1.3523 -3.7185 -0.7949 0.362
H -0.7567 -2.3390 -1.7343 0.324
H -2.1905 -1.5082 -0.1909 0.277
Se 2.3361 0.9133 -4.0312 -0.628
Sb 0.8418 1.9554 -2.4923 0.385
Se -1.2285 0.4670 -2.2425 -0.707
Se 1.9194 1.7552 -0.1512 -0.484
Se 0.0941 4.2494 -2.6715 -0.563
C 3.6348 4.2581 1.6710 -0.874
O 2.2353 4.5030 1.6151 -0.382
C 1.4382 3.8658 2.4947 1.102
C 1.8669 3.2543 3.6638 -0.657
C 0.9337 2.6969 4.5304 -0.704
C -0.4211 2.7551 4.2418 -0.937
C -0.8502 3.3325 3.0521 -0.342
C 0.0738 3.8513 2.1641 0.041
N -0.2536 4.4683 0.9380 0.115
C -1.3287 4.4702 0.1950 -1.399
C -2.5226 3.6829 0.2666 1.408
C -3.7030 4.2998 -0.1955 -0.830
C -4.8992 3.6316 -0.2105 -0.912
C -4.9250 2.2897 0.1891 -0.589
C -3.7760 1.6428 0.5767 -0.685
C -2.5356 2.3072 0.6013 0.505
O -1.4335 1.6732 0.8867 0.865
H 4.0659 4.6764 2.5829 0.337
H 4.0577 4.7519 0.8022 0.240
H 3.8339 3.1870 1.6078 0.388
H 2.9189 3.2251 3.9069 0.409
H 1.2739 2.2353 5.4485 0.437
H -1.1489 2.3618 4.9394 0.432
H -1.9039 3.3852 2.8234 0.557
H 0.5258 4.9908 0.5459 0.394
H -1.3127 5.2316 -0.5708 0.733
H -3.6502 5.3283 -0.5325 0.442
H -5.8007 4.1221 -0.5485 0.395
H -5.8588 1.7419 0.1616 0.437
H -3.7934 0.5909 0.8358 0.223
```

As for the LUMO energy: -0.88 eV. The calculation puts the energy above the lowest of the compared OMol25 structures with the same formula, charge and spin at 1.940 eV. Its orbital gap is 0.2113 Ha.